1.
A 2-piece molecular cluster, C3H9NO3 overall in a non-equilibrium geometry. Source: the OMol25 dataset; level of theory: ωB97M-V/def2-TZVPD.

The geometry in XYZ format:
```
16
Properties=species:S:1:pos:R:3:nbo_charge:R:1
O 0.034 1.523 -2.364 -0.59
C 0.084 0.741 -1.446 0.70
N -0.102 -0.628 -1.678 -0.66
C -0.894 -1.513 -0.865 0.08
O -2.283 -1.398 -1.104 -0.72
C 0.308 1.124 -0.018 -0.72
H -0.407 -0.734 -2.640 0.38
H -0.522 -2.537 -0.947 0.17
H -0.848 -1.279 0.192 0.18
H -2.579 -1.924 -1.851 0.47
H 0.449 2.192 0.082 0.25
H -0.451 0.672 0.620 0.23
H 1.265 0.682 0.271 0.24
H 1.778 0.571 6.442 0.46
H 3.054 -0.085 6.355 0.46
O 2.520 0.520 5.827 -0.92
```

Calculated values
- E_tot (Eh) = -400.17747
- SMILES = CC(=O)NCO.O

=====

2.
A single C10H19N5 molecule in a non-equilibrium geometry. Source: the OMol25 dataset; level of theory: ωB97M-V/def2-TZVPD.

The geometry in XYZ format:
```
34
Properties=species:S:1:pos:R:3:nbo_charge:R:1
C -2.541 -2.007 1.678 -0.43
C -0.203 -1.912 0.673 0.32
C -0.314 -1.347 -0.676 -0.45
C 0.161 0.078 -0.901 -0.01
C 0.249 0.232 -2.493 -0.20
C -0.771 1.099 -0.195 -0.41
C 0.115 2.341 0.162 -0.40
C 1.102 1.925 1.254 -0.41
C 1.812 0.617 1.042 -0.40
C 1.640 0.290 -0.434 -0.44
H -2.835 -1.027 1.166 0.23
H -3.028 -2.973 1.287 0.23
H -2.708 -1.882 2.774 0.24
H -1.397 -1.398 -1.052 0.21
H 0.176 -2.010 -1.311 0.24
H -0.577 -0.471 -3.027 0.15
H 1.247 -0.103 -2.787 0.20
H 0.265 1.664 -3.803 0.37
H -0.827 1.934 -2.457 0.36
H -1.014 0.674 0.920 0.19
H -1.667 1.265 -0.740 0.20
H 0.553 2.640 -0.703 0.22
H -0.638 3.004 0.492 0.20
H 0.584 2.168 2.199 0.20
H 1.888 2.598 1.158 0.20
H 2.855 0.636 1.430 0.23
H 1.061 -0.076 1.617 0.20
H 2.068 1.121 -1.049 0.21
H 2.363 -0.505 -0.852 0.23
N -1.103 -2.163 1.619 -0.17
N -0.450 -2.790 2.559 -0.12
N 0.802 -2.919 2.201 -0.06
N 1.033 -2.352 1.063 -0.28
N 0.100 1.647 -2.813 -0.85
```

Calculated values
- E_tot (Eh) = -666.09763
- SMILES = Cn1nnnc1CC1(CN)CCCCC1

=====

> Among the records above, which one has the lowest E_tot?

C10H19N5

=====

Repeat the first record exactly.
A 2-piece molecular cluster, C3H9NO3 overall in a non-equilibrium geometry. Source: the OMol25 dataset; level of theory: ωB97M-V/def2-TZVPD.

The geometry in XYZ format:
```
16
Properties=species:S:1:pos:R:3:nbo_charge:R:1
O 0.034 1.523 -2.364 -0.59
C 0.084 0.741 -1.446 0.70
N -0.102 -0.628 -1.678 -0.66
C -0.894 -1.513 -0.865 0.08
O -2.283 -1.398 -1.104 -0.72
C 0.308 1.124 -0.018 -0.72
H -0.407 -0.734 -2.640 0.38
H -0.522 -2.537 -0.947 0.17
H -0.848 -1.279 0.192 0.18
H -2.579 -1.924 -1.851 0.47
H 0.449 2.192 0.082 0.25
H -0.451 0.672 0.620 0.23
H 1.265 0.682 0.271 0.24
H 1.778 0.571 6.442 0.46
H 3.054 -0.085 6.355 0.46
O 2.520 0.520 5.827 -0.92
```

Calculated values
- E_tot (Eh) = -400.17747
- SMILES = CC(=O)NCO.O

=====

> Which formula does entry 1 have?

C3H9NO3